[1]
This record from the OMol25 dataset describes a molecular structure, C8H11ClNS. The level of theory is wB97M-V/def2-TZVPD.

```
22
C8H11ClNS (wB97M-V/def2-TZVPD)
C 3.241 0.012 -0.199
C 2.458 -0.116 -1.292
C 2.716 -0.530 1.015
C 1.088 -0.401 -1.258
C 1.396 -0.905 1.080
C 0.558 -0.825 -0.027
C -1.856 1.451 0.290
C -0.815 -1.172 -0.008
N -3.209 1.304 -0.388
S -1.696 -1.963 1.292
Cl -1.676 -1.410 -1.430
H 4.285 0.345 -0.299
H 2.789 0.261 -2.288
H 3.383 -0.412 1.858
H 0.711 -0.457 -2.295
H 0.941 -1.101 2.067
H -0.987 2.030 -0.187
H -2.090 1.842 1.240
H -3.160 0.776 -1.345
H -3.542 2.237 -0.512
H -3.787 0.857 0.292
H -0.749 -1.824 2.393
```

The calculation puts the energy above the lowest of the compared OMol25 structures with the same formula, charge and spin at 457.7 kJ/mol. Its LUMO energy (alpha / beta) is -4.49 / -4.93 eV. The value obtained for the total energy is -1224.1719 a.u. As for the charge: +1. The spin multiplicity is 1.

Population analysis type Mulliken, resulting atomic charges in e: number 1, C, carries -0.490; number 2, C, carries -0.468; number 3, C, carries -0.652; number 4, C, carries -0.473; number 5, C, carries -0.555; number 6, C, carries 1.134; number 7, C, carries -0.753; number 8, C, carries 0.603; number 9, N, carries -0.247; number 10, S, carries -0.133; number 11, Cl, carries -0.179; number 12, H, carries 0.373; number 13, H, carries 0.306; number 14, H, carries 0.377; number 15, H, carries 0.301; number 16, H, carries -0.036; number 17, H, carries 0.251; number 18, H, carries 0.385; number 19, H, carries 0.335; number 20, H, carries 0.363; number 21, H, carries 0.341; number 22, H, carries 0.216

[2]
This record from the OMol25 dataset describes a single C8H11FN2O3S molecule. The level of theory is wB97M-V/def2-TZVPD.

```
26
C8H11FN2O3S (wB97M-V/def2-TZVPD)
N 1.693 -2.137 1.958
C 2.010 -1.742 0.928
C 2.503 -1.177 -0.360
F 1.803 -1.753 -1.388
C 2.348 0.366 -0.406
C 2.392 0.986 0.939
N 2.250 1.427 1.991
C 1.131 0.854 -1.207
C -0.226 0.303 -0.741
C -0.956 1.212 0.266
C -2.437 0.837 0.455
S -2.753 -0.884 0.852
O -4.138 -1.058 1.184
O -1.807 -1.262 1.864
O -2.446 -1.787 -0.449
H 3.536 -1.491 -0.491
H 3.232 0.746 -0.925
H 1.304 0.564 -2.244
H 1.120 1.945 -1.211
H -0.095 -0.671 -0.270
H -0.866 0.123 -1.612
H -0.873 2.250 -0.055
H -0.466 1.103 1.234
H -2.804 1.363 1.335
H -3.057 1.137 -0.393
H -2.398 -1.254 -1.252
```

The calculation puts the energy above the lowest of the compared OMol25 structures with the same formula, charge and spin at 101.9 kJ/mol. As for the structure (SMILES): N#C[C@@H](F)[C@H](C#N)CCCCS(=O)(=O)O. Its LUMO energy is 0.11 eV. The value obtained for the total energy is -1144.6704 a.u. The spin multiplicity is 1.

Population analysis type Mulliken, resulting atomic charges in e: number 1, N, carries -0.368; number 2, C, carries 0.080; number 3, C, carries 0.107; number 4, F, carries -0.299; number 5, C, carries 0.494; number 6, C, carries -0.084; number 7, N, carries -0.475; number 8, C, carries -1.339; number 9, C, carries -0.579; number 10, C, carries -0.395; number 11, C, carries -1.077; number 12, S, carries 1.207; number 13, O, carries -0.627; number 14, O, carries -0.572; number 15, O, carries -0.461; number 16, H, carries 0.325; number 17, H, carries 0.411; number 18, H, carries 0.400; number 19, H, carries 0.492; number 20, H, carries 0.480; number 21, H, carries 0.308; number 22, H, carries 0.450; number 23, H, carries 0.352; number 24, H, carries 0.393; number 25, H, carries 0.424; number 26, H, carries 0.354

[3]
This record from the OMol25 dataset describes a single C8H11FN2OS molecule. The level of theory is wB97M-V/def2-TZVPD.

```
24
C8H11FN2OS (wB97M-V/def2-TZVPD)
C -3.215 -0.969 -0.511
C -3.176 0.390 -0.253
C -1.135 -0.226 0.325
C 1.254 -0.319 -0.402
C -4.345 1.322 -0.258
C 3.507 -0.678 -1.062
C 3.099 0.423 1.052
C 0.253 -0.029 0.824
N -1.929 0.772 0.114
N 2.528 -0.082 -0.147
O 0.804 -0.821 -1.404
F 0.649 -0.752 1.907
S -1.770 -1.837 -0.156
H -3.954 -1.624 -0.885
H -4.869 0.981 0.626
H -4.222 2.369 -0.332
H -5.046 0.949 -1.002
H 3.980 -0.078 -1.784
H 4.275 -1.073 -0.339
H 3.115 -1.503 -1.719
H 2.681 1.311 1.413
H 3.108 -0.286 1.849
H 4.042 0.762 0.860
H 0.363 0.999 1.283
```

The calculation puts the energy above the lowest of the compared OMol25 structures with the same formula, charge and spin at 0.0 kJ/mol. As for the structure (SMILES): Cc1csc([C@@H](F)C(=O)N(C)C)n1. Its LUMO energy is 0.76 eV. The value obtained for the total energy is -994.1985 a.u. The spin multiplicity is 1.

Population analysis type Mulliken, resulting atomic charges in e: number 1, C, carries -0.316; number 2, C, carries 0.307; number 3, C, carries 0.312; number 4, C, carries 0.544; number 5, C, carries -1.237; number 6, C, carries -0.990; number 7, C, carries -1.260; number 8, C, carries 0.200; number 9, N, carries -0.557; number 10, N, carries 0.082; number 11, O, carries -0.642; number 12, F, carries -0.317; number 13, S, carries -0.072; number 14, H, carries 0.433; number 15, H, carries 0.286; number 16, H, carries 0.350; number 17, H, carries 0.334; number 18, H, carries 0.276; number 19, H, carries 0.386; number 20, H, carries 0.309; number 21, H, carries 0.407; number 22, H, carries 0.359; number 23, H, carries 0.570; number 24, H, carries 0.236

[4]
This record from the OMol25 dataset describes a single C8H11I molecule. The level of theory is wB97M-V/def2-TZVPD.

```
20
C8H11I (wB97M-V/def2-TZVPD)
C 0.964 1.189 0.043
C 1.519 0.020 0.055
C -0.466 1.112 0.441
C 0.451 -1.238 0.597
C -0.699 -0.323 0.852
C -0.686 -1.236 -0.360
C 1.437 2.522 -0.503
C -1.727 -2.367 -0.409
I 3.548 -0.298 -0.180
H -0.840 1.901 1.264
H -1.155 1.340 -0.456
H 0.841 -2.036 1.170
H -1.565 -0.495 1.620
H -0.409 -0.716 -1.280
H 2.573 2.666 -0.248
H 0.936 3.196 0.129
H 1.150 2.682 -1.496
H -1.532 -2.946 -1.261
H -2.696 -1.914 -0.475
H -1.643 -3.060 0.497
```

The calculation puts the energy above the lowest of the compared OMol25 structures with the same formula, charge and spin at 0.0 kJ/mol. As for the structure (SMILES): CC1=C(I)[C@@H]2[C@@H](C)[C@@H]2C1. Its LUMO energy is 0.70 eV. The value obtained for the total energy is -609.0234 a.u. The spin multiplicity is 1.

Population analysis type Mulliken, resulting atomic charges in e: number 1, C, carries 0.153; number 2, C, carries -0.052; number 3, C, carries -0.651; number 4, C, carries -0.291; number 5, C, carries -0.246; number 6, C, carries -0.012; number 7, C, carries -1.329; number 8, C, carries -1.525; number 9, I, carries 0.052; number 10, H, carries 0.372; number 11, H, carries 0.227; number 12, H, carries 0.471; number 13, H, carries 0.317; number 14, H, carries 0.445; number 15, H, carries 0.354; number 16, H, carries 0.372; number 17, H, carries 0.286; number 18, H, carries 0.441; number 19, H, carries 0.336; number 20, H, carries 0.281

[5]
This record from the OMol25 dataset describes a gas-phase ion, C8H11N2O (charge +1). The level of theory is wB97M-V/def2-TZVPD.

```
22
C8H11N2O (wB97M-V/def2-TZVPD)
C -1.326 -0.461 1.673
C -0.389 -0.036 2.520
C 1.062 0.203 -1.504
C -0.876 0.078 0.377
C -1.119 -0.485 -0.818
C 0.214 1.035 0.674
C -2.376 -1.233 -1.170
C 2.674 0.983 0.240
N 1.332 0.733 -0.293
N -0.189 -0.116 -1.873
O 0.608 0.728 2.002
H -2.113 -1.154 1.866
H -0.205 -0.419 3.477
H 1.902 -0.219 -2.167
H -0.152 2.115 0.436
H -2.835 -0.754 -1.980
H -2.999 -1.356 -0.291
H -1.928 -2.125 -1.552
H 3.342 1.310 -0.535
H 2.711 1.656 1.203
H 3.121 -0.048 0.486
H -0.458 -0.435 -2.771
```

The calculation puts the energy above the lowest of the compared OMol25 structures with the same formula, charge and spin at 264.1 kJ/mol. As for the structure (SMILES): CC1=C2C=CO[C@H]2N(C)C=[NH+]1. Its LUMO energy (alpha / beta) is -3.88 / -3.88 eV. The value obtained for the total energy is -495.8820 a.u. As for the charge: +1. The spin multiplicity is 1.

Population analysis type Mulliken, resulting atomic charges in e: number 1, C, carries -0.573; number 2, C, carries -0.671; number 3, C, carries -0.005; number 4, C, carries 0.121; number 5, C, carries 0.452; number 6, C, carries 0.561; number 7, C, carries -1.417; number 8, C, carries -0.899; number 9, N, carries 0.027; number 10, N, carries -0.094; number 11, O, carries -0.352; number 12, H, carries 0.403; number 13, H, carries 0.446; number 14, H, carries 0.359; number 15, H, carries 0.200; number 16, H, carries 0.421; number 17, H, carries 0.317; number 18, H, carries 0.405; number 19, H, carries 0.396; number 20, H, carries 0.293; number 21, H, carries 0.344; number 22, H, carries 0.266

[6]
This record from the OMol25 dataset describes a gas-phase ion, C8H11N2O (charge +1). The level of theory is wB97M-V/def2-TZVPD.

```
22
C8H11N2O (wB97M-V/def2-TZVPD)
C 3.329 -0.191 -0.413
C 2.921 0.967 0.186
C 2.404 -1.245 -0.636
C 1.577 1.058 0.628
C 1.127 -1.145 -0.226
C -2.532 -0.047 -0.984
C -2.679 -0.556 0.612
C -0.553 0.273 0.901
N 0.719 0.064 0.424
N -1.788 1.138 -1.007
O -1.331 -0.779 0.989
H 4.361 -0.506 -0.756
H 3.767 1.597 0.273
H 2.653 -2.128 -1.062
H 1.148 1.970 1.124
H 0.260 -1.714 -0.176
H -2.090 -0.967 -1.326
H -3.662 0.063 -1.203
H -3.175 0.403 1.205
H -3.396 -1.313 0.598
H -0.732 1.088 1.670
H -2.329 1.970 -0.821
```

The calculation puts the energy above the lowest of the compared OMol25 structures with the same formula, charge and spin at 35.0 kJ/mol. Its LUMO energy (alpha / beta) is -3.69 / -5.59 eV. The value obtained for the total energy is -495.7382 a.u. As for the charge: +1. The spin multiplicity is 3.

Population analysis type Mulliken, resulting atomic charges in e: number 1, C, carries -0.067; number 2, C, carries -0.767; number 3, C, carries -0.646; number 4, C, carries 0.260; number 5, C, carries -0.300; number 6, C, carries -0.373; number 7, C, carries -0.558; number 8, C, carries -0.075; number 9, N, carries 0.180; number 10, N, carries -0.415; number 11, O, carries -0.380; number 12, H, carries 0.323; number 13, H, carries 0.400; number 14, H, carries 0.479; number 15, H, carries 0.281; number 16, H, carries 0.604; number 17, H, carries 0.361; number 18, H, carries 0.369; number 19, H, carries 0.278; number 20, H, carries 0.448; number 21, H, carries 0.355; number 22, H, carries 0.243

[7]
This record from the OMol25 dataset describes a molecular structure, C8H11N2O4. The level of theory is wB97M-V/def2-TZVPD.

```
25
C8H11N2O4 (wB97M-V/def2-TZVPD)
C -3.078 0.206 0.011
C 0.378 -2.138 0.251
C 0.509 1.679 0.436
C -1.619 0.285 0.286
C -0.754 1.385 -0.234
C -0.789 0.057 -0.993
C 1.231 0.343 0.759
C 0.913 -0.716 -0.310
N 1.813 -0.668 -1.344
N 2.673 0.589 0.961
O -3.652 1.147 -0.430
O -0.407 -2.090 1.224
O -3.628 -0.974 0.418
O 0.631 -3.206 -0.446
H 1.215 2.238 -0.209
H 0.495 2.443 1.239
H -1.136 -0.352 1.026
H -1.277 2.319 -0.680
H -1.244 -0.342 -1.838
H 0.907 -0.079 1.645
H 1.646 -1.559 -1.878
H 1.717 0.176 -1.912
H -2.805 -1.604 0.726
H 3.047 1.036 0.095
H 3.212 -0.174 1.199
```

The calculation puts the energy above the lowest of the compared OMol25 structures with the same formula, charge and spin at 146.1 kJ/mol. Its LUMO energy is 3.53 eV. The value obtained for the total energy is -721.9108 a.u. As for the charge: -1. The spin multiplicity is 1.

Population analysis type Mulliken, resulting atomic charges in e: number 1, C, carries 0.273; number 2, C, carries 0.601; number 3, C, carries -1.139; number 4, C, carries -0.492; number 5, C, carries 0.190; number 6, C, carries -0.617; number 7, C, carries -0.524; number 8, C, carries 0.354; number 9, N, carries -0.650; number 10, N, carries -0.674; number 11, O, carries -0.587; number 12, O, carries -0.741; number 13, O, carries -0.589; number 14, O, carries -0.807; number 15, H, carries 0.421; number 16, H, carries 0.308; number 17, H, carries 0.713; number 18, H, carries 0.357; number 19, H, carries 0.404; number 20, H, carries 0.459; number 21, H, carries 0.365; number 22, H, carries 0.332; number 23, H, carries 0.453; number 24, H, carries 0.298; number 25, H, carries 0.291

[8]
This record from the OMol25 dataset describes 2 unconnected molecules or ions with the total composition C8H11N3O2. The level of theory is wB97M-V/def2-TZVPD.

```
24
C8H11N3O2 (wB97M-V/def2-TZVPD)
C 1.815 1.063 0.364
C -0.537 1.426 0.284
C 1.526 -0.084 -0.177
C 0.646 1.869 0.662
C -0.854 0.121 -0.179
C 4.551 -2.163 -0.397
C -3.371 -0.189 -0.219
C -2.010 -0.587 -0.260
N 0.295 -0.578 -0.489
N 0.825 2.990 1.366
N -1.870 -2.298 -0.660
O 5.366 -1.376 -0.539
O 3.779 -2.998 -0.291
H 2.766 1.488 0.442
H -1.428 2.118 0.335
H 2.266 -0.871 -0.521
H -3.605 0.781 0.277
H -3.609 0.101 -1.322
H -4.039 -0.891 0.223
H 0.314 -1.516 -0.917
H 1.813 3.170 1.454
H 0.079 3.493 1.712
H -2.461 -2.567 -1.361
H -2.256 -2.502 0.212
```

The calculation puts the energy above the lowest of the compared OMol25 structures with the same formula, charge and spin at 0.0 kJ/mol. As for the structure (SMILES): C/C(N)=C1\C=C(N)C=CN1.O=C=O. Its LUMO energy is 0.53 eV. The value obtained for the total energy is -626.1164 a.u. The spin multiplicity is 1.

Population analysis type Mulliken, resulting atomic charges in e: number 1, C, carries -0.510; number 2, C, carries -0.780; number 3, C, carries -0.545; number 4, C, carries 1.334; number 5, C, carries -0.063; number 6, C, carries 0.750; number 7, C, carries -1.263; number 8, C, carries 0.555; number 9, N, carries -0.109; number 10, N, carries -0.472; number 11, N, carries -0.693; number 12, O, carries -0.356; number 13, O, carries -0.358; number 14, H, carries 0.423; number 15, H, carries 0.140; number 16, H, carries -0.092; number 17, H, carries 0.334; number 18, H, carries 0.198; number 19, H, carries 0.361; number 20, H, carries 0.345; number 21, H, carries 0.178; number 22, H, carries 0.158; number 23, H, carries 0.203; number 24, H, carries 0.260